9
Properties=species:S:1:pos:R:3:forces:R:3 method="wB97M-V/def2-TZVPD" orbital_gap_ev=8.090 de_lowest_kcal_mol=51.0 charge=+1 energy_ha=-304.262573 fmax_ev_per_a=2.6
C 0.872020 0.326304 0.155157 -0.61 -1.32 -0.42
C 1.711757 1.107290 -0.182569 1.47 1.49 -0.02
C -2.253695 -1.480564 0.236325 -0.21 1.14 1.73
C 2.677487 1.999090 -0.442929 0.21 0.40 -0.26
O 3.469842 2.756206 -0.696496 -0.39 -0.46 0.22
O -1.196583 -1.235432 -0.279660 0.11 -0.81 -2.44
H 0.114636 -0.493598 0.140406 -0.26 0.26 0.60
H -3.243078 -1.759734 -0.224362 1.16 -0.05 -0.04
H -2.152385 -1.219562 1.294128 -1.48 -0.64 0.63

***

14
Properties=species:S:1:pos:R:3:forces:R:3 method="wB97M-V/def2-TZVPD" orbital_gap_ev="5.880 / 7.603" s2=9.00 multiplicity=6 charge=+1 energy_ha=-1188.675260 fmax_ev_per_a=4.4
O 1.967863 -0.962332 -1.064316 3.15 -0.13 1.66
C 3.180967 -1.763473 -1.280747 -1.72 -1.08 -2.82
O 3.354002 -2.458077 -2.273869 -0.77 1.91 2.30
O 3.994881 -1.630122 -0.283021 -0.53 1.85 1.96
H -2.368878 2.282848 0.102271 0.12 -0.25 -0.11
O -0.498617 1.443068 -0.144821 0.75 -1.03 -0.39
C -1.945893 1.301564 -0.133383 -0.62 0.26 0.11
C -2.167199 0.263203 0.963115 -0.65 0.18 0.13
O -0.811920 -0.031234 1.396070 0.75 -0.66 -0.77
C 0.067512 0.526851 0.601199 -0.11 1.30 1.22
H -2.271908 0.972851 -1.125373 0.19 0.12 0.25
H -2.624707 -0.665859 0.608692 0.19 0.22 0.12
H -2.709632 0.644088 1.833601 0.13 -0.11 -0.23
Sm 2.833531 0.076626 0.800583 -0.86 -2.59 -3.42

***

11
Properties=species:S:1:pos:R:3:forces:R:3 method="wB97M-V/def2-TZVPD" orbital_gap_ev=5.639 de_lowest_kcal_mol=49.9 charge=-1 energy_ha=-553.784429 fmax_ev_per_a=1.8
C -1.272883 -1.300931 0.201274 0.13 0.16 -0.63
S -2.516912 -0.063544 0.572702 -0.84 0.03 0.32
H -0.577223 -0.826553 -0.489551 0.49 -0.29 0.28
H -1.771890 -2.112022 -0.320603 -0.13 -0.19 0.09
H -0.740888 -1.649002 1.077689 0.08 0.05 -0.01
H -1.758399 1.022025 0.486750 0.33 0.16 -0.01
C 1.772420 0.964024 -0.297200 -1.75 -0.15 -0.14
O 1.546336 -0.348043 -0.035558 0.50 0.21 -0.51
H 1.576039 1.567961 0.610833 0.46 0.56 0.18
H 1.029361 1.439252 -1.038985 0.09 -0.27 0.17
H 2.714037 1.306831 -0.767350 0.64 -0.28 0.25

***

15
Properties=species:S:1:pos:R:3:forces:R:3 method="wB97M-V/def2-TZVPD" orbital_gap_ev="9.493 / 5.086" de_lowest_kcal_mol=0.0 s2=0.76 multiplicity=2 charge=+2 energy_ha=-395.021299 fmax_ev_per_a=1.5
N -0.251681 1.088855 1.536638 0.60 -0.17 0.15
C -1.134356 0.517874 0.730031 -0.07 -0.23 -0.19
N -1.979022 -0.381928 1.220126 0.08 -0.15 0.26
N -1.146107 0.801079 -0.583768 0.40 -0.16 0.68
H -0.248685 0.927516 2.531808 -0.32 -0.09 0.07
H 0.552358 1.602117 1.217606 -0.16 0.22 -0.26
H -2.841850 -0.635073 0.769899 -0.04 -0.03 -0.22
H -1.728751 -0.913591 2.043049 -0.25 0.32 0.13
H -0.470158 1.444281 -0.958124 -0.50 0.44 -0.13
H -1.855653 0.396441 -1.167602 -0.05 0.08 -0.28
O 1.598684 -2.108036 -0.638754 -0.32 -0.57 0.09
C 1.930653 -1.209129 -1.410044 0.53 0.45 -1.31
O 3.150577 -0.888708 -1.620469 0.19 0.28 1.25
H 1.162761 -0.730914 -2.056309 -0.46 -0.22 0.57
H 3.261231 0.089214 -1.614085 0.38 -0.18 -0.82

***

53
Properties=species:S:1:pos:R:3:forces:R:3 method="wB97M-V/def2-TZVPD" orbital_gap_ev=8.541 de_lowest_kcal_mol=27.9 energy_ha=-2129.799398 fmax_ev_per_a=1.4 smiles="CN(C[C@@H]1CCCO1)S(=O)(=O)c1ccc(C(=O)Nc2nc(-c3ccccn3)cs2)cc1"
C 2.008947 2.564227 -1.353466 0.37 -0.27 -0.29
N 0.696405 2.746406 -0.784762 -0.78 -0.69 -0.35
C 0.587217 3.436354 0.473438 -0.02 -0.04 0.72
C 1.340417 2.773647 1.647203 -0.53 0.01 -0.10
C 0.946325 3.389674 2.996665 0.17 -0.08 -0.14
C 1.996205 4.484407 3.171791 0.11 -0.13 -0.15
C 3.221713 3.830842 2.537321 0.22 0.15 0.31
O 2.742568 2.967816 1.517095 0.05 0.00 -0.20
S -0.419067 1.561470 -1.096368 0.13 0.28 -0.12
O -1.687722 2.035292 -0.619098 0.07 -0.09 0.34
O -0.295878 1.211416 -2.480458 0.32 -0.14 0.10
C 0.026517 0.115553 -0.126303 -0.26 0.48 -0.34
C -0.631679 -0.130497 1.063828 -0.10 0.03 0.09
C -0.356471 -1.290883 1.766857 0.21 -0.09 -0.05
C 0.563878 -2.200008 1.259100 0.28 0.60 0.12
C 0.809115 -3.487540 1.975065 -0.04 -0.04 -0.07
O 1.394168 -3.592882 3.025352 0.03 0.12 0.13
N 0.324383 -4.605431 1.329573 0.37 -0.47 0.52
C -0.454398 -4.635267 0.203678 -0.54 -0.87 -0.95
N -1.029513 -3.625790 -0.333274 -0.07 0.28 0.40
C -1.701235 -3.956838 -1.473842 0.15 -1.21 -0.22
C -2.372763 -2.914881 -2.240183 -0.22 0.64 -0.08
C -2.483027 -1.625728 -1.719095 -0.04 -0.20 -0.12
C -3.073625 -0.642918 -2.492132 -0.05 -0.13 -0.14
C -3.548178 -0.987609 -3.748916 0.04 0.00 0.12
C -3.414480 -2.305485 -4.164613 -0.16 0.22 -0.19
N -2.841863 -3.248734 -3.441460 0.17 -0.40 0.14
C -1.645703 -5.281428 -1.799655 -0.02 0.34 0.13
S -0.713183 -6.160212 -0.652545 0.07 0.74 0.22
C 1.254791 -1.918602 0.084351 0.01 0.13 0.26
C 0.980429 -0.756576 -0.613606 0.15 -0.09 -0.08
H 1.872547 2.068050 -2.311100 0.23 0.07 -0.07
H 2.665158 1.974223 -0.707676 0.03 0.04 -0.07
H 2.464541 3.541454 -1.514552 0.00 -0.01 0.02
H -0.480477 3.473970 0.693013 0.10 0.20 0.17
H 0.965605 4.454499 0.337452 -0.06 -0.01 0.01
H 1.147998 1.693658 1.621469 0.07 0.21 0.07
H -0.071887 3.769678 2.994394 -0.09 -0.02 0.05
H 1.045880 2.644864 3.786994 -0.05 -0.01 0.01
H 2.165120 4.750752 4.212202 0.00 0.07 0.03
H 1.709059 5.379129 2.619237 0.01 0.06 0.02
H 3.910251 4.549106 2.085319 -0.03 -0.05 0.08
H 3.772071 3.233685 3.277162 -0.02 0.10 -0.06
H -1.374111 0.575000 1.403626 -0.11 0.02 0.10
H -0.874025 -1.510210 2.688051 -0.07 -0.01 0.09
H 0.546863 -5.494484 1.762775 0.03 0.26 0.04
H -2.104576 -1.419178 -0.732488 0.03 0.01 0.06
H -3.146776 0.368279 -2.121481 -0.03 0.09 0.01
H -4.009470 -0.254614 -4.391646 -0.04 0.05 -0.08
H -3.779007 -2.626159 -5.132481 -0.06 0.09 -0.09
H -2.098662 -5.766239 -2.638446 -0.14 -0.08 -0.21
H 1.984806 -2.619061 -0.292399 0.04 -0.09 -0.09
H 1.464799 -0.536199 -1.550968 0.10 -0.06 -0.13

***

89
Properties=species:S:1:pos:R:3:forces:R:3 method="wB97M-V/def2-TZVPD" orbital_gap_ev=5.937 de_lowest_kcal_mol=83.2 charge=-2 energy_ha=-6821.248926 fmax_ev_per_a=2.6
Ca -1.937788 -0.863955 0.359635 0.02 0.70 -1.15
C -2.789443 -4.541343 -2.081298 -0.13 -0.03 -0.08
O -4.208642 -4.609451 -1.947365 0.31 -0.18 0.13
C -4.934624 -3.483191 -1.658042 0.02 0.07 -0.14
C -6.268034 -3.569889 -1.997179 -0.19 0.07 -0.01
C -7.153511 -2.513524 -1.768501 0.07 -0.10 -0.04
C -6.652131 -1.349609 -1.228813 -0.03 0.08 0.02
C -5.301323 -1.225019 -0.882172 0.18 0.38 0.09
C -4.881518 0.088057 -0.354235 -0.19 -0.19 -0.18
N -3.679185 0.429317 -0.122473 -0.39 0.86 -0.11
N -3.455917 1.694279 0.425890 -0.09 -0.06 -0.04
C -2.160699 1.940714 0.577917 -0.50 -0.38 -0.41
O -1.180871 1.206309 0.197435 -0.54 1.31 0.07
C -1.907924 3.263826 1.245018 0.39 -0.08 -0.14
C -0.740556 3.956274 0.939784 0.09 0.13 0.00
C -0.463930 5.184388 1.532825 -0.10 -0.05 -0.03
C -1.362603 5.732132 2.443148 -0.05 -0.10 -0.03
C -2.530160 5.038697 2.756101 0.09 -0.05 -0.10
C -2.799356 3.809394 2.162657 0.01 0.15 0.07
C -4.390073 -2.315513 -1.042235 0.22 0.21 0.12
O -3.150727 -2.253908 -0.655464 -1.25 -0.81 -0.75
H -2.510786 -5.408010 -2.683255 -0.03 -0.03 0.00
H -2.299194 -4.599010 -1.111921 0.00 0.03 0.04
H -2.468786 -3.630672 -2.582291 0.00 0.04 -0.02
H -6.606289 -4.493026 -2.458574 0.03 0.04 0.05
H -8.201286 -2.610288 -2.029218 0.04 0.03 0.00
H -7.302860 -0.493049 -1.071476 0.03 -0.06 0.02
H -5.664085 0.827698 -0.168717 -0.14 -0.02 0.02
H -0.054732 3.508478 0.229048 -0.03 0.00 0.09
H 0.449950 5.716947 1.283373 -0.04 -0.04 0.02
H -1.155498 6.692066 2.906750 -0.01 -0.07 -0.02
H -3.234455 5.459495 3.465987 0.03 -0.03 0.00
H -3.696043 3.253796 2.401155 0.00 0.02 -0.02
N 5.449115 -0.483941 -4.978377 -0.09 0.01 0.05
C 4.577867 -0.465417 -4.227138 -0.34 -0.03 0.28
C 3.502015 -0.413890 -3.247311 0.55 0.10 -0.27
C 2.359743 0.326297 -3.496500 -0.07 0.27 -0.04
C 1.395858 0.394480 -2.499758 0.09 -0.06 0.12
N 1.524618 -0.210297 -1.325486 0.22 0.00 -0.14
C 2.616441 -0.937845 -1.101518 -0.09 0.21 -0.22
C 3.635251 -1.075482 -2.033113 0.05 -0.08 0.12
H 2.224189 0.829072 -4.445395 -0.02 -0.01 0.04
H 0.479698 0.961455 -2.642873 0.05 -0.06 0.00
H 2.681216 -1.413045 -0.126775 -0.01 0.01 -0.04
H 4.512870 -1.674081 -1.823680 -0.03 0.03 0.02
O 2.584155 -7.714151 -1.520616 -0.01 0.02 -0.02
N 1.961233 -7.080649 -0.679484 -0.08 0.29 -0.08
O 1.742128 -7.497940 0.448403 -0.02 0.02 0.02
C 1.458235 -5.769378 -1.035014 0.14 -0.36 0.12
C 0.762713 -5.016409 -0.090367 -0.04 -0.31 0.31
C 0.317019 -3.788220 -0.439118 -0.28 0.67 0.30
C 0.453070 -3.172228 -1.762337 -0.09 0.15 -0.01
O -0.098788 -2.119169 -2.053748 -0.23 -0.38 -0.16
C 1.267793 -4.012348 -2.645320 -0.16 0.40 -0.27
C 1.704917 -5.256385 -2.298903 0.23 -0.20 -0.08
N 1.631794 -3.534725 -3.986878 -0.01 -0.45 0.31
O 1.936778 -4.370531 -4.832889 -0.08 0.08 0.12
O 1.653336 -2.340626 -4.181111 -0.14 0.03 -0.10
N -0.387391 -2.994852 0.584815 0.80 -0.10 -0.12
O -0.049699 -1.799530 0.712499 1.44 -2.16 0.15
O -1.255394 -3.511961 1.256070 0.43 0.03 -0.27
H 0.601558 -5.405380 0.906099 -0.05 0.00 -0.01
H 2.274398 -5.832595 -3.010120 0.00 -0.06 -0.06
C 3.070854 3.581965 -0.574878 0.06 0.07 0.15
N 3.152452 3.675496 0.866994 0.07 0.24 -0.25
C 2.590589 2.755093 1.730344 0.10 0.15 0.15
Se 1.586802 1.330803 1.347054 0.40 0.18 0.22
N 2.902246 3.231089 2.982687 0.18 0.26 0.18
C 3.619561 4.416227 2.926256 -0.18 -0.37 0.18
C 4.149145 5.242597 3.897011 0.03 0.05 0.07
C 4.852093 6.373380 3.472002 -0.04 -0.07 -0.05
C 5.012104 6.653010 2.118464 -0.06 -0.08 -0.01
C 4.471828 5.812675 1.140028 0.08 0.12 -0.02
C 3.781513 4.695611 1.567535 -0.12 -0.21 -0.33
H 2.415160 2.745431 -0.807877 -0.04 -0.04 -0.01
H 4.055426 3.399378 -1.010204 0.02 0.00 0.01
H 2.657496 4.502533 -0.991306 -0.02 0.00 0.02
H 2.557357 2.759202 3.799052 -0.04 0.00 0.04
H 4.027210 5.016203 4.950422 0.00 0.04 -0.07
H 5.279244 7.041196 4.210706 -0.02 -0.03 -0.03
H 5.567662 7.532321 1.814379 -0.04 -0.03 0.02
H 4.589868 6.029760 0.084261 0.01 -0.03 0.08
Cl -1.672544 -1.722541 5.697878 0.03 -0.10 -0.26
C -1.257804 -2.128538 3.992351 0.08 0.26 0.03
Cl 0.441317 -2.707508 3.915675 -0.37 0.15 0.00
C -1.507466 -0.864249 3.093795 -0.42 0.13 0.51
O -0.704537 0.048474 3.201744 -0.21 -0.10 -0.12
O -2.568035 -0.939370 2.374775 0.60 -0.27 1.95
H -1.893201 -2.942877 3.693305 -0.10 -0.23 -0.01

***

58
Properties=species:S:1:pos:R:3:forces:R:3 method="wB97M-V/def2-TZVPD" orbital_gap_ev="7.181 / 5.578" de_lowest_kcal_mol=0.0 s2=0.76 multiplicity=2 energy_ha=-3875.431069 fmax_ev_per_a=3.0
C 0.615348 2.626450 3.466708 0.23 0.10 -1.05
C 0.779267 2.424261 2.065600 -0.24 0.97 0.80
C -0.551289 2.370889 1.475933 0.04 0.77 0.07
H 1.707997 2.495061 1.493631 -0.33 0.04 0.24
C -1.492990 2.555742 2.550941 0.40 0.06 -0.15
C -0.772865 2.701808 3.742569 -0.30 0.15 -0.17
H -1.207002 2.939083 4.716277 0.15 -0.28 -0.31
H 1.425445 2.823261 4.172944 -0.33 -0.22 -0.15
H -0.751443 2.552442 0.422507 -0.04 0.13 0.21
H -2.578129 2.650817 2.429863 0.50 0.08 0.15
Cu 0.092421 0.473588 1.493907 -0.31 -1.41 0.18
C 0.005694 -4.119300 -1.226260 -0.01 -0.22 -0.70
H 1.481954 1.634575 -0.444162 -0.09 0.79 -0.17
H 0.560518 -4.634791 -0.442455 0.06 0.06 -0.18
H 0.383467 -3.107273 -1.391763 -0.12 -0.18 0.28
Si 0.659576 0.585666 -1.060768 0.16 -0.12 -1.63
C 1.867518 0.140474 -2.525226 -0.02 -0.45 0.27
C 2.839950 1.050869 -3.004351 0.12 -0.71 -0.10
H 2.900423 2.060023 -2.582205 0.10 -0.43 -0.02
C 3.721072 0.674478 -4.039572 -0.58 0.06 0.07
H 4.462089 1.381339 -4.406664 -0.10 -0.08 0.14
C 3.620836 -0.584536 -4.644308 0.16 -0.07 0.50
H 4.348439 -0.906780 -5.403318 -0.45 0.27 0.32
C 2.624539 -1.461987 -4.214772 -0.66 0.10 0.10
H 2.503643 -2.437080 -4.691133 0.10 0.27 0.09
C 1.718416 -1.086700 -3.203086 0.65 0.17 -0.25
H 0.869584 -1.743705 -2.962471 0.58 0.21 -0.02
C -0.840551 1.014457 -2.215395 -0.61 -0.09 0.22
C -0.786683 1.127867 -3.629510 -0.14 0.36 -0.02
H 0.087753 0.817268 -4.194108 0.11 0.26 0.31
C -1.859822 1.641839 -4.380525 0.10 -0.42 0.65
H -1.768838 1.801794 -5.452998 0.11 -0.17 0.20
C -3.061874 1.939337 -3.744610 0.27 0.36 0.36
H -3.885503 2.389010 -4.294999 0.10 -0.20 0.06
C -3.176652 1.725279 -2.371829 0.02 -0.47 0.27
H -4.125217 1.915268 -1.871249 0.16 -0.02 -0.11
C -2.101641 1.221488 -1.624459 0.04 0.43 -0.53
H -2.219260 0.991612 -0.566236 -0.09 0.23 -0.14
H 0.052527 -4.657652 -2.185587 0.33 0.04 0.38
H -1.044715 -4.115764 -0.976691 -0.29 0.29 0.30
N -3.692151 0.086879 1.734964 -0.12 0.57 -0.28
C -2.908776 -0.857040 2.286625 1.04 -0.99 0.12
N -1.600083 -0.812074 2.400069 -0.89 0.29 0.14
C -1.101262 -1.900939 3.096441 -2.82 -0.95 -0.50
C -2.057140 -2.864564 3.385353 1.60 0.78 -0.06
S -3.617918 -2.362720 2.856779 0.45 0.29 0.14
C 0.290805 -1.865814 3.406180 2.39 -0.65 0.56
C 1.067601 -2.768344 4.108735 -1.53 0.56 -0.77
S 2.672799 -2.181510 4.288575 -0.30 0.52 -0.09
C 2.210045 -0.710862 3.430337 -0.92 -0.93 -0.45
N 0.980350 -0.751464 2.939501 1.13 -0.07 0.85
N 3.082768 0.296645 3.270828 0.44 0.04 -0.03
H -4.681274 -0.106163 1.711264 0.16 0.35 -0.01
H -3.362010 1.054840 1.735709 -0.16 -0.68 0.01
H -1.839760 -3.800907 3.877454 -0.36 0.01 -0.05
H 0.697145 -3.718945 4.478620 0.42 0.22 0.07
H 4.015504 0.160256 3.637060 -0.31 0.34 -0.13
H 2.739340 1.232277 3.075349 -0.01 -0.38 0.01

***

42
Properties=species:S:1:pos:R:3:forces:R:3 method="wB97M-V/def2-TZVPD" orbital_gap_ev="6.833 / 6.513" s2=0.75 multiplicity=2 energy_ha=-7692.367318 fmax_ev_per_a=0.6
Cu -0.636497 0.332971 -0.848956 0.12 0.30 -0.01
O -1.505898 2.149061 -1.317966 -0.02 -0.01 0.34
C -0.557430 3.181284 -1.106544 -0.03 0.07 -0.09
C 0.836369 2.691044 -1.402770 0.03 0.03 -0.04
C 1.906211 3.554046 -1.599231 -0.02 -0.03 -0.07
C 3.140801 3.024792 -1.915167 -0.03 -0.02 0.01
C 3.281752 1.644950 -2.021850 -0.02 0.01 -0.02
C 2.180198 0.854725 -1.782497 0.05 -0.03 -0.04
N 0.986567 1.368925 -1.471544 0.02 0.05 0.19
H -1.611390 2.155709 -2.338613 -0.06 -0.07 -0.17
H -0.638360 3.530378 -0.073784 -0.01 -0.04 0.02
H -0.771876 4.008795 -1.786087 -0.03 0.02 0.08
H 1.746926 4.621847 -1.541497 0.01 0.01 0.00
H 3.985799 3.676074 -2.093387 0.00 0.01 -0.01
H 4.224670 1.192636 -2.290962 0.01 -0.01 0.00
H 2.236247 -0.224714 -1.847451 0.00 -0.01 0.02
Cl -1.517861 -1.163479 -3.147230 0.06 0.06 0.03
C -2.479352 -1.526138 -1.743423 -0.02 -0.05 0.12
C -2.154064 -0.848540 -0.573132 -0.17 -0.28 -0.46
C -2.904977 -1.154264 0.544107 0.00 0.12 -0.03
Cl -2.545538 -0.320831 2.024338 0.02 0.06 0.16
C -3.945856 -2.083221 0.519385 0.05 0.05 0.07
Cl -4.851971 -2.427223 1.940963 0.01 0.00 0.00
C -4.245112 -2.734973 -0.672981 -0.01 -0.05 -0.14
Cl -5.518799 -3.887305 -0.734928 -0.01 0.00 0.02
C -3.506547 -2.457804 -1.825257 0.02 0.03 0.08
Cl -3.852159 -3.258899 -3.303363 -0.02 -0.01 -0.01
Br -1.094014 2.503673 -4.231620 0.03 -0.02 -0.12
F 3.473818 -1.601458 4.406343 0.08 0.05 -0.03
C 2.218036 -2.051669 4.259918 0.08 -0.02 0.08
F 2.265568 -3.385610 4.266606 -0.03 -0.11 -0.05
F 1.530598 -1.662184 5.339780 -0.09 0.06 0.06
C 1.602184 -1.506744 2.997887 -0.05 0.03 -0.09
C 1.246204 -2.339370 1.952432 0.01 0.07 0.03
C 0.684338 -1.764139 0.824979 -0.03 -0.13 0.04
N 0.489634 -0.453704 0.711779 -0.06 -0.17 -0.04
C 0.838710 0.343287 1.720800 0.11 0.08 0.06
C 1.398564 -0.138811 2.886650 -0.01 -0.04 -0.04
H 1.385906 -3.408195 2.009272 0.01 -0.01 0.01
H 0.359800 -2.374381 -0.008327 -0.01 0.00 -0.01
H 0.657775 1.402261 1.585566 0.00 0.01 0.01
H 1.661028 0.537200 3.687761 0.00 0.00 0.02